No. 1
Formula: C2H9N2
Source: OMol25
Level of theory: ωB97M-V/def2-TZVPD

Summary:
ΔE to the lowest compared entry with this formula, charge and spin: 29.7 kcal per mole
lowest unoccupied orbital energy: -4.51 eV
gap between HOMO and LUMO: 0.4097 Eh

Structure (ORCA input):
```
! RIJCOSX wB97M-V def2-TZVPD def2/J DEFGRID3
* xyz 1 1
N 1.46371 -1.48875 0.54556
H 1.90234 -1.67274 -0.34717
H 2.13509 -1.44410 1.29791
H 0.71191 -2.15981 0.64811
H 0.33369 -0.50606 0.44878
C -0.22066 1.40075 -0.92155
C -1.59503 0.13109 0.43329
N -0.38544 0.32959 0.03656
H 0.84275 1.68768 -0.89272
H -0.42963 1.13314 -1.94462
H -0.62203 2.37681 -0.65156
H -1.78874 -0.67562 1.12323
H -2.34795 0.88802 0.22419
*
```

***

No. 2
Formula: C40H81BBrI2NO9SSi2
Source: OMol25
Level of theory: ωB97M-V/def2-TZVPD

Summary:
lowest unoccupied orbital energy: 0.13 eV
gap between HOMO and LUMO: 0.3244 Eh

Structure (ORCA input):
```
! RIJCOSX wB97M-V def2-TZVPD def2/J DEFGRID3
* xyz 0 1
C -3.49746 0.15082 2.98021
C -3.53105 -0.03684 1.47405
C -2.20378 -0.50211 0.86678
C -2.20034 -1.97667 0.50795
C -0.95680 -2.39606 -0.28382
C -1.21609 -2.41234 -1.77866
C 0.03422 -2.77026 -2.58243
C 0.95871 -1.56681 -2.84871
C 2.35372 -1.72305 -2.26209
C 3.32332 -0.64415 -2.77437
C 3.21457 0.63950 -1.94863
C 3.39611 1.90649 -2.81967
Si 3.89946 3.36098 -1.76530
C 5.78114 3.38749 -1.74312
B 6.27831 4.63817 -0.94654
O 7.23148 5.49369 -1.52455
O 5.81218 4.92625 0.31354
C 3.37745 5.06039 -2.44721
C 2.38935 5.08985 -3.58486
O 1.35193 5.74902 -3.50609
N 2.72877 4.32597 -4.72351
C 3.99496 4.85857 -5.30391
C 1.66842 4.39025 -5.72198
O 3.41900 3.10141 -0.17880
Si 1.92737 3.47721 0.35089
S 1.95837 5.46654 1.13292
Br 0.41823 3.28698 -1.26587
C 1.48901 2.25527 1.70467
I 3.00587 0.83409 2.08365
C 0.35714 2.20512 2.43067
C 0.05854 1.19396 3.49468
I -1.18169 3.60918 2.16898
H -4.34796 0.75518 3.27733
H -2.60289 0.65408 3.32771
H -3.54177 -0.79638 3.49035
H -4.30255 -0.77186 1.25787
H -3.83887 0.87403 0.96991
H -1.38928 -0.28569 1.55291
H -1.99588 0.05559 -0.04475
H -3.09664 -2.22528 -0.05167
H -2.23850 -2.54900 1.43374
H -0.67902 -3.39868 0.02676
H -0.13108 -1.73525 -0.03637
H -1.97991 -3.15654 -1.98582
H -1.56275 -1.43876 -2.11069
H -0.28778 -3.15609 -3.54352
H 0.59519 -3.54374 -2.06870
H 1.03755 -1.39566 -3.91785
H 0.51771 -0.66452 -2.43141
H 2.74784 -2.72134 -2.41765
H 2.26920 -1.56544 -1.18894
H 4.33784 -1.02618 -2.71592
H 3.07833 -0.42918 -3.80950
H 3.92419 0.62827 -1.12882
H 2.20675 0.66915 -1.54772
H 2.47627 2.08466 -3.35909
H 4.19719 1.70203 -3.52214
H 6.17965 3.39227 -2.74927
H 6.09218 2.50613 -1.18180
H 6.81094 6.26429 -1.90937
H 5.57287 5.84807 0.40145
H 2.98402 5.73386 -1.69696
H 4.29122 5.51855 -2.81784
H 4.76052 4.80696 -4.55069
H 4.28243 4.24163 -6.13914
H 3.83402 5.88873 -5.61394
H 1.96526 3.75114 -6.54739
H 0.73735 4.01086 -5.32839
H 1.53689 5.39353 -6.11882
H 3.04647 5.31044 1.89168
H -0.96893 1.24382 3.82287
H 0.74356 1.32085 4.32414
H 0.21146 0.20349 3.08136
C -3.64429 -3.45185 7.58707
C -4.66053 -3.61978 6.45764
C -4.07021 -2.71905 5.38085
O -2.65535 -2.74663 5.55908
C -2.33291 -3.35508 6.81638
H -3.65059 -4.26831 8.30759
H -3.83437 -2.52011 8.12512
H -4.67288 -4.65726 6.11650
H -5.67667 -3.34008 6.73198
H -4.41275 -1.68427 5.49451
H -4.31152 -3.05446 4.37032
H -1.91528 -4.35014 6.62185
H -1.57879 -2.76114 7.32574
C -6.94860 -0.00342 -0.18028
C -8.42899 -0.02201 -0.55650
C -8.38507 -0.63359 -1.95133
O -7.26282 -1.52034 -1.96618
C -6.45683 -1.30057 -0.80630
H -6.76363 0.03944 0.89147
H -6.45025 0.84844 -0.64783
H -8.97955 -0.67456 0.12473
H -8.89967 0.95933 -0.54167
H -8.23262 0.13355 -2.71763
H -9.28690 -1.19475 -2.19928
H -6.59097 -2.14777 -0.12263
H -5.40766 -1.25906 -1.10203
C 1.48623 -2.31980 10.37792
C 2.50221 -2.80249 9.34517
C 1.59402 -3.29987 8.22863
O 0.41606 -2.48919 8.27554
C 0.40053 -1.73013 9.48793
H 1.88764 -1.59759 11.08650
H 1.09319 -3.16857 10.94166
H 3.10682 -1.96355 8.99439
H 3.17433 -3.57410 9.71619
H 1.30460 -4.34437 8.38675
H 2.04675 -3.21277 7.24101
H 0.61033 -0.68287 9.24610
H -0.59352 -1.78932 9.93336
C 9.03353 3.21232 -5.19041
C 8.59616 2.76631 -6.58456
C 7.09999 3.04584 -6.54260
O 6.92378 4.16700 -5.67171
C 8.14073 4.42371 -4.96052
H 10.09281 3.45090 -5.11708
H 8.80820 2.43292 -4.45936
H 9.07514 3.38770 -7.34410
H 8.82330 1.72484 -6.80462
H 6.54835 2.19351 -6.13000
H 6.68402 3.28528 -7.52207
H 8.59509 5.33452 -5.36495
H 7.91238 4.58954 -3.90611
C -6.60559 -5.76525 -1.86850
C -7.24542 -4.68425 -2.73823
C -6.09478 -4.31116 -3.65927
O -5.30843 -5.49753 -3.82438
C -5.71361 -6.48247 -2.87383
H -7.32440 -6.43018 -1.39171
H -5.99665 -5.30421 -1.08678
H -8.06994 -5.11095 -3.31564
H -7.62256 -3.83301 -2.18008
H -5.46729 -3.53395 -3.21107
H -6.42678 -3.96337 -4.63753
H -6.26432 -7.27128 -3.39902
H -4.82672 -6.92558 -2.41895
*
```

***

No. 3
Formula: C26H24Cl2N6O3S2Ti
Source: OMol25
Level of theory: ωB97M-V/def2-TZVPD

Summary:
ΔE to the lowest compared entry with this formula, charge and spin: 14.4 kcal per mole
lowest unoccupied orbital energy (spin up / spin down): 4.26 / 4.26 eV
gap between HOMO and LUMO (spin up / spin down): 0.1218 / 0.1221 Eh

Structure (ORCA input):
```
! RIJCOSX wB97M-V def2-TZVPD def2/J DEFGRID3
* xyz -2 1
Ti -0.24090 0.19222 -0.77098
N -4.15485 2.63698 -1.41839
C -2.85400 2.13672 -1.54535
S -2.60602 0.80431 -2.60575
N -1.95678 2.78119 -0.84343
N -0.69330 2.21213 -1.03420
C 0.26411 3.02623 -1.28734
C 1.54063 2.62555 -1.88894
C 2.57008 3.55623 -1.95194
C 3.72217 3.33135 -2.69612
C 3.81368 2.15450 -3.43266
C 2.80042 1.21188 -3.40609
C 1.65370 1.38580 -2.60145
O 0.73262 0.48063 -2.56676
H -4.83601 1.92514 -1.63260
H -4.30542 3.07988 -0.52181
H 0.06602 4.09740 -1.18471
H 2.45245 4.48965 -1.40903
H 4.51733 4.06654 -2.71668
H 4.69131 1.96831 -4.04500
H 2.86219 0.29803 -3.98550
S -0.76798 -4.42403 -0.95986
C 0.82437 -4.09477 -1.57627
C 1.77611 -4.97324 -2.07695
C 2.99369 -4.46092 -2.50080
C 3.25936 -3.09139 -2.42041
C 2.31620 -2.20823 -1.92536
C 1.08501 -2.71583 -1.50617
N 0.06000 -1.95878 -0.98113
C -0.97583 -2.71254 -0.62316
C -2.10934 -2.11552 0.00320
C -3.17884 -2.89736 0.50815
C -4.23369 -2.29053 1.13321
C -4.22437 -0.88420 1.27790
C -3.15897 -0.14500 0.80524
C -2.05425 -0.70853 0.12336
H 1.57069 -6.03519 -2.13289
H 3.74859 -5.13084 -2.89598
H 4.21724 -2.70965 -2.75180
H 2.50331 -1.14710 -1.85223
H -3.17080 -3.97890 0.39975
H -5.06322 -2.87831 1.51137
H -5.06646 -0.38726 1.75385
H -3.17027 0.93267 0.94792
C 0.33305 -0.73936 4.63661
C -0.09884 -0.21466 3.29225
N -1.32190 0.07727 2.99240
O -2.23719 -0.31588 4.00167
C 0.90713 -0.01502 2.27860
C 2.36301 -0.07662 2.61876
N 0.49930 0.22904 1.05181
O 1.47547 0.43360 0.09818
H -0.50162 -0.76621 5.33263
H 1.12231 -0.10524 5.04620
H 0.74654 -1.74765 4.54869
H -3.04230 -0.36785 3.46551
H 2.61242 -0.97878 3.18303
H 2.68421 0.77901 3.22606
H 2.95107 -0.07070 1.70351
Cl -2.08211 4.30880 3.36239
C -1.20522 3.16684 2.27836
Cl 0.52291 3.52083 2.22161
H -1.61245 3.27773 1.27401
H -1.33577 2.15962 2.67152
*
```

***

No. 4
Formula: C20H23N3O3
Source: OMol25
Level of theory: ωB97M-V/def2-TZVPD

Summary:
ΔE to the lowest compared entry with this formula, charge and spin: 12.9 kcal per mole
lowest unoccupied orbital energy: 0.39 eV
SMILES: Cc1ccnc(C)c1C(=O)NC[C@@H]1Cc2ccccc2CN1C(=O)CO
gap between HOMO and LUMO: 0.3517 Eh

Structure (ORCA input):
```
! RIJCOSX wB97M-V def2-TZVPD def2/J DEFGRID3
* xyz 0 1
C -2.71927 1.11575 3.20122
C -3.51333 1.11801 1.92263
C -4.90061 1.04213 1.95647
C -5.60537 1.06268 0.76827
N -5.03353 1.15952 -0.42884
C -3.70652 1.24640 -0.48401
C -3.09040 1.37376 -1.84784
C -2.91451 1.21957 0.67064
C -1.42704 1.34083 0.52259
O -0.88375 2.35200 0.11024
N -0.71723 0.23215 0.85698
C 0.72539 0.20745 0.73458
C 1.18452 0.14225 -0.72997
C 0.80775 -1.17183 -1.40297
C 1.58241 -2.32054 -0.81628
C 1.05053 -3.60663 -0.78280
C 1.76685 -4.66124 -0.24382
C 3.03243 -4.43268 0.28064
C 3.56227 -3.15467 0.26152
C 2.84905 -2.09201 -0.28608
C 3.48311 -0.72419 -0.26816
N 2.62482 0.32329 -0.80847
C 3.20950 1.54718 -0.98265
O 4.39631 1.72110 -0.77543
C 2.32895 2.69903 -1.46387
O 3.11200 3.75793 -1.94262
H -1.88114 1.81094 3.15148
H -3.35496 1.40273 4.03715
H -2.31276 0.12657 3.42091
H -5.42482 0.97663 2.90113
H -6.68854 1.00206 0.77205
H -2.64387 2.35958 -1.97687
H -2.29369 0.64068 -1.99605
H -3.86163 1.22108 -2.59787
H -1.21179 -0.59324 1.14803
H 1.13866 1.10868 1.19281
H 1.09883 -0.65392 1.29016
H 0.70131 0.95873 -1.25978
H -0.26578 -1.34970 -1.31158
H 1.02257 -1.07832 -2.47137
H 0.05959 -3.77920 -1.18823
H 1.34013 -5.65560 -0.22770
H 3.60267 -5.24790 0.70650
H 4.54741 -2.97446 0.67765
H 3.78694 -0.47715 0.75689
H 4.40366 -0.73026 -0.85247
H 1.71650 2.37221 -2.30570
H 1.63986 2.99783 -0.66404
H 3.67653 4.06476 -1.22511
*
```

***

No. 5
Formula: C24H17HfNO9S6
Source: OMol25
Level of theory: ωB97M-V/def2-TZVPD

Summary:
ΔE to the lowest compared entry with this formula, charge and spin: 0.0 kcal per mole
lowest unoccupied orbital energy: 4.16 eV
gap between HOMO and LUMO: 0.2189 Eh

Structure (ORCA input):
```
! RIJCOSX wB97M-V def2-TZVPD def2/J DEFGRID3
* xyz -2 1
Hf 0.20170 0.65823 -0.59549
O 3.97754 1.24861 -2.72475
S 3.23836 0.27847 -1.96503
O 4.00077 -0.71046 -1.25149
O 2.24853 0.97881 -1.07846
C 2.32331 -0.71787 -3.17632
C 2.76733 -0.54895 -4.48111
C 2.37678 -1.40909 -5.49543
C 1.54567 -2.48058 -5.21590
C 1.08249 -2.65855 -3.92300
C 1.45852 -1.79016 -2.90746
S 0.54474 -2.02636 -1.39134
O 0.23017 -3.40584 -1.26977
O 1.29549 -1.37710 -0.30518
O -0.63721 -1.10695 -1.55336
H 3.42909 0.28108 -4.68302
H 2.73590 -1.24099 -6.50329
H 1.24408 -3.16844 -5.99546
H 0.40536 -3.46794 -3.68569
O -0.56178 1.13426 3.46885
C -0.57048 1.13873 2.25859
O 0.38353 0.72559 1.47648
C -1.77688 1.67814 1.51246
C -2.62589 2.58301 2.16708
C -3.64817 3.12234 1.45251
C -3.88402 2.69355 0.12692
C -4.96838 3.16540 -0.64505
C -5.19094 2.66342 -1.89470
C -4.35910 1.65177 -2.41341
C -3.29751 1.18475 -1.69740
C -3.01631 1.73196 -0.43122
N -1.92600 1.29007 0.26754
H -2.41848 2.82396 3.19856
H -4.31079 3.86069 1.89120
H -5.62838 3.91104 -0.21608
H -6.02949 3.01945 -2.48074
H -4.57714 1.22114 -3.38167
H -2.68747 0.37258 -2.06415
S -0.12306 1.40223 -3.08083
C 0.59857 3.00302 -3.17223
C 0.99334 3.49062 -4.42002
C 1.56250 4.74706 -4.56012
C 1.74946 5.54052 -3.43464
C 1.36186 5.06818 -2.19017
C 0.78001 3.80723 -2.03409
S 0.23641 3.29621 -0.44725
H 0.84865 2.85677 -5.28772
H 1.86410 5.09921 -5.53990
H 2.20196 6.52192 -3.52222
H 1.50799 5.67787 -1.30623
C -6.01338 -4.35036 0.15454
O -4.88184 -3.66169 0.64796
C -4.67590 -2.35652 0.28322
S -5.78650 -1.60066 -0.74298
S -3.29337 -1.68786 0.95571
H -5.94835 -5.35143 0.58321
H -6.00610 -4.40147 -0.93528
H -6.94136 -3.86399 0.45972
*
```

***

No. 6
Formula: CH2NO2
Source: OMol25
Level of theory: ωB97M-V/def2-TZVPD

Summary:
ΔE to the lowest compared entry with this formula, charge and spin: 39.5 kcal per mole
lowest unoccupied orbital energy: 4.41 eV
gap between HOMO and LUMO: 0.2520 Eh

Structure (ORCA input):
```
! RIJCOSX wB97M-V def2-TZVPD def2/J DEFGRID3
* xyz -1 1
C 1.08943 0.10120 -0.00087
N -1.06141 -0.34098 -0.38069
O 1.24221 1.23663 0.06871
O 1.49591 -0.98882 0.12734
H -1.63604 0.52494 -0.41649
H -1.13010 -0.53296 0.60200
*
```

***

Repeat the fifth record exactly.
Formula: C24H17HfNO9S6
Source: OMol25
Level of theory: ωB97M-V/def2-TZVPD

Summary:
ΔE to the lowest compared entry with this formula, charge and spin: 0.0 kcal per mole
lowest unoccupied orbital energy: 4.16 eV
gap between HOMO and LUMO: 0.2189 Eh

Structure (ORCA input):
```
! RIJCOSX wB97M-V def2-TZVPD def2/J DEFGRID3
* xyz -2 1
Hf 0.20170 0.65823 -0.59549
O 3.97754 1.24861 -2.72475
S 3.23836 0.27847 -1.96503
O 4.00077 -0.71046 -1.25149
O 2.24853 0.97881 -1.07846
C 2.32331 -0.71787 -3.17632
C 2.76733 -0.54895 -4.48111
C 2.37678 -1.40909 -5.49543
C 1.54567 -2.48058 -5.21590
C 1.08249 -2.65855 -3.92300
C 1.45852 -1.79016 -2.90746
S 0.54474 -2.02636 -1.39134
O 0.23017 -3.40584 -1.26977
O 1.29549 -1.37710 -0.30518
O -0.63721 -1.10695 -1.55336
H 3.42909 0.28108 -4.68302
H 2.73590 -1.24099 -6.50329
H 1.24408 -3.16844 -5.99546
H 0.40536 -3.46794 -3.68569
O -0.56178 1.13426 3.46885
C -0.57048 1.13873 2.25859
O 0.38353 0.72559 1.47648
C -1.77688 1.67814 1.51246
C -2.62589 2.58301 2.16708
C -3.64817 3.12234 1.45251
C -3.88402 2.69355 0.12692
C -4.96838 3.16540 -0.64505
C -5.19094 2.66342 -1.89470
C -4.35910 1.65177 -2.41341
C -3.29751 1.18475 -1.69740
C -3.01631 1.73196 -0.43122
N -1.92600 1.29007 0.26754
H -2.41848 2.82396 3.19856
H -4.31079 3.86069 1.89120
H -5.62838 3.91104 -0.21608
H -6.02949 3.01945 -2.48074
H -4.57714 1.22114 -3.38167
H -2.68747 0.37258 -2.06415
S -0.12306 1.40223 -3.08083
C 0.59857 3.00302 -3.17223
C 0.99334 3.49062 -4.42002
C 1.56250 4.74706 -4.56012
C 1.74946 5.54052 -3.43464
C 1.36186 5.06818 -2.19017
C 0.78001 3.80723 -2.03409
S 0.23641 3.29621 -0.44725
H 0.84865 2.85677 -5.28772
H 1.86410 5.09921 -5.53990
H 2.20196 6.52192 -3.52222
H 1.50799 5.67787 -1.30623
C -6.01338 -4.35036 0.15454
O -4.88184 -3.66169 0.64796
C -4.67590 -2.35652 0.28322
S -5.78650 -1.60066 -0.74298
S -3.29337 -1.68786 0.95571
H -5.94835 -5.35143 0.58321
H -6.00610 -4.40147 -0.93528
H -6.94136 -3.86399 0.45972
*
```